Entry 1:
Molecular formula: C21H28N4O3
Method: DFT, the ωB97M-V functional and the def2-TZVPD basis

As for the energy relative to the best compared isomer or geometry (same formula, charge and spin): 204.3 kJ/mol. The structure (SMILES) is COCCC(=O)N1CCC(n2nccc2NC(=O)CCc2ccccc2)CC1. The orbital gap comes out at 9.392 eV. The net charge is 0. For the maximum force, the calculation gives 0.016 hartree/bohr.

CARTESIAN COORDINATES (ANGSTROEM)
C  4.954  4.229  1.517
O  4.829  2.837  1.394
C  5.913  2.247  0.709
C  5.660  0.751  0.522
C  4.652  0.494  -0.593
O  5.044  0.332  -1.735
N  3.339  0.472  -0.284
C  2.734  0.651  1.012
C  2.133  -0.669  1.498
C  1.103  -1.168  0.481
N  0.604  -2.460  0.891
N  1.469  -3.431  1.177
C  0.757  -4.477  1.541
C  -0.611  -4.194  1.489
C  -0.669  -2.882  1.056
N  -1.805  -2.087  0.859
C  -2.126  -1.436  -0.303
O  -1.369  -1.334  -1.238
C  -3.526  -0.847  -0.271
C  -3.764  0.093  -1.457
C  -5.192  0.556  -1.477
C  -6.165  -0.189  -2.130
C  -7.489  0.213  -2.118
C  -7.857  1.368  -1.448
C  -6.895  2.117  -0.794
C  -5.572  1.712  -0.808
C  1.746  -1.268  -0.905
C  2.381  0.065  -1.293
H  4.992  4.713  0.533
H  4.077  4.575  2.059
H  5.859  4.500  2.075
H  6.839  2.400  1.287
H  6.044  2.722  -0.275
H  6.594  0.294  0.193
H  5.362  0.303  1.468
H  1.934  1.395  0.908
H  3.454  1.046  1.722
H  2.913  -1.426  1.593
H  1.665  -0.529  2.474
H  0.254  -0.479  0.443
H  1.240  -5.391  1.824
H  -1.432  -4.839  1.725
H  -2.554  -2.262  1.513
H  -3.678  -0.314  0.671
H  -4.243  -1.672  -0.309
H  -3.521  -0.442  -2.377
H  -3.087  0.945  -1.377
H  -5.881  -1.089  -2.658
H  -8.234  -0.374  -2.633
H  -8.890  1.683  -1.439
H  -7.176  3.020  -0.272
H  -4.823  2.303  -0.298
H  0.984  -1.539  -1.636
H  2.509  -2.048  -0.877
H  1.607  0.835  -1.386
H  2.912  -0.025  -2.241

Löwdin population analysis, charges in e, atoms 1 to 8: -0.11, -0.21, -0.22, -0.06, -0.45, 0.05, -0.05, -0.15

Entry 2:
Molecular formula: C21H28N4O3
Method: DFT, the ωB97M-V functional and the def2-TZVPD basis

As for the energy relative to the best compared isomer or geometry (same formula, charge and spin): 133.3 kJ/mol. The structure (SMILES) is COc1ccc(CCN2C[C@@H](C(=O)NCc3c(C)n[nH]c3C)CCC2=O)cc1. The orbital gap comes out at 9.121 eV. The net charge is 0. For the maximum force, the calculation gives 0.016 hartree/bohr.

CARTESIAN COORDINATES (ANGSTROEM)
C  -0.890  -4.966  2.613
O  -0.767  -5.042  1.213
C  -0.256  -3.970  0.547
C  0.157  -2.783  1.139
C  0.656  -1.756  0.354
C  0.753  -1.880  -1.024
C  1.278  -0.759  -1.877
C  0.240  -0.197  -2.862
N  -0.754  0.661  -2.241
C  -1.850  -0.022  -1.577
C  -2.720  0.896  -0.726
C  -2.110  1.347  0.607
O  -2.811  1.576  1.572
N  -0.775  1.497  0.619
C  -0.059  2.051  1.758
C  1.394  1.751  1.636
C  2.164  0.835  2.391
C  1.724  0.011  3.548
N  3.409  0.810  1.951
N  3.461  1.678  0.938
C  2.274  2.280  0.705
C  2.088  3.308  -0.350
C  -3.082  2.125  -1.564
C  -1.818  2.868  -1.968
C  -0.699  1.991  -2.495
O  0.253  2.486  -3.077
C  0.354  -3.081  -1.606
C  -0.147  -4.109  -0.838
H  0.083  -4.829  3.095
H  -1.314  -5.920  2.923
H  -1.563  -4.157  2.914
H  0.102  -2.644  2.206
H  0.980  -0.845  0.832
H  1.652  0.049  -1.246
H  2.117  -1.130  -2.470
H  0.754  0.416  -3.606
H  -0.276  -1.019  -3.367
H  -2.483  -0.495  -2.342
H  -1.426  -0.820  -0.961
H  -3.636  0.359  -0.464
H  -0.234  1.321  -0.211
H  -0.480  1.622  2.670
H  -0.222  3.138  1.795
H  0.736  -0.409  3.370
H  1.676  0.625  4.447
H  2.439  -0.791  3.712
H  4.330  1.828  0.451
H  1.344  4.036  -0.032
H  1.748  2.874  -1.292
H  3.025  3.826  -0.541
H  -3.738  2.787  -0.996
H  -3.622  1.796  -2.455
H  -1.414  3.420  -1.115
H  -2.030  3.608  -2.743
H  0.442  -3.214  -2.675
H  -0.457  -5.040  -1.285

Löwdin population analysis, charges in e, atoms 1 to 8: -0.09, -0.08, -0.28, -0.01, -0.03, -0.26, -0.11, -0.13

Entry 3:
Molecular formula: C21H28N4O4
Method: DFT, the ωB97M-V functional and the def2-TZVPD basis

As for the energy relative to the best compared isomer or geometry (same formula, charge and spin): 338.2 kJ/mol. The structure (SMILES) is COCC(=O)N1CCC(Oc2ccc(C(=O)NCc3cc(C)n(C)n3)cc2)CC1. The orbital gap comes out at 9.415 eV. The net charge is 0. For the maximum force, the calculation gives 0.015 hartree/bohr.

CARTESIAN COORDINATES (ANGSTROEM)
C  -0.646  -4.663  0.512
O  -0.374  -3.405  1.093
C  -1.489  -2.561  1.190
C  -1.966  -2.029  -0.168
O  -1.385  -2.303  -1.200
N  -3.096  -1.280  -0.156
C  -3.720  -0.684  1.003
C  -3.317  0.789  1.111
C  -3.714  1.546  -0.164
O  -3.368  2.925  -0.110
C  -2.013  3.195  -0.015
C  -1.411  3.332  1.231
C  -0.043  3.505  1.319
C  0.741  3.533  0.172
C  2.226  3.477  0.345
O  2.810  4.003  1.272
N  2.843  2.741  -0.612
C  4.141  2.142  -0.393
C  3.979  0.655  -0.313
C  4.850  -0.313  0.206
C  4.189  -1.515  0.038
C  4.578  -2.903  0.391
N  3.009  -1.226  -0.551
C  1.967  -2.141  -0.911
N  2.872  0.080  -0.767
C  0.123  3.504  -1.074
C  -1.247  3.346  -1.167
C  -3.125  0.829  -1.386
C  -3.524  -0.645  -1.389
H  0.279  -5.231  0.575
H  -1.434  -5.185  1.069
H  -0.944  -4.564  -0.534
H  -2.320  -3.086  1.688
H  -1.162  -1.723  1.812
H  -3.446  -1.216  1.912
H  -4.806  -0.759  0.876
H  -3.800  1.246  1.976
H  -2.234  0.855  1.243
H  -4.808  1.566  -0.247
H  -2.018  3.284  2.122
H  0.443  3.585  2.280
H  2.263  2.180  -1.221
H  4.552  2.543  0.538
H  4.818  2.408  -1.215
H  5.815  -0.154  0.642
H  4.651  -3.523  -0.503
H  5.541  -2.901  0.894
H  3.835  -3.351  1.052
H  1.189  -1.591  -1.435
H  1.525  -2.602  -0.025
H  2.354  -2.925  -1.564
H  0.709  3.605  -1.975
H  -1.731  3.317  -2.131
H  -3.474  1.310  -2.300
H  -2.035  0.895  -1.352
H  -3.043  -1.167  -2.217
H  -4.610  -0.750  -1.475

Löwdin population analysis, charges in e, atoms 1 to 8: -0.10, -0.20, -0.13, -0.41, 0.06, -0.06, -0.14, -0.10

Entry 4:
Molecular formula: C21H28N4O6S
Method: DFT, the ωB97M-V functional and the def2-TZVPD basis

As for the energy relative to the best compared isomer or geometry (same formula, charge and spin): 37.3 kJ/mol. The structure (SMILES) is COc1cc(C(=O)NCc2nnc(SCC(=O)N3CCC(C)CC3)o2)cc(OC)c1OC. The orbital gap comes out at 8.668 eV. The net charge is 0. For the maximum force, the calculation gives 0.029 hartree/bohr.

CARTESIAN COORDINATES (ANGSTROEM)
C  0.401  -2.077  3.134
O  1.502  -1.301  3.539
C  2.362  -0.817  2.583
C  2.114  -0.944  1.220
C  3.000  -0.427  0.284
C  2.794  -0.515  -1.183
O  3.334  0.242  -1.967
N  2.017  -1.551  -1.617
C  1.580  -1.611  -2.986
C  0.122  -1.342  -3.089
N  -0.699  -1.144  -2.114
N  -1.923  -0.941  -2.651
C  -1.776  -1.025  -3.939
S  -3.004  -0.842  -5.127
C  -4.234  -0.107  -4.004
C  -3.619  1.172  -3.423
O  -2.781  1.782  -4.057
N  -4.075  1.589  -2.227
C  -4.936  0.853  -1.330
C  -4.082  0.077  -0.326
C  -3.187  1.038  0.462
C  -2.242  0.253  1.367
C  -2.384  1.903  -0.512
C  -3.299  2.595  -1.522
O  -0.502  -1.291  -4.292
C  4.138  0.250  0.714
C  4.405  0.382  2.063
O  5.492  1.013  2.580
C  6.398  1.611  1.685
C  3.524  -0.165  3.023
O  3.917  0.050  4.306
C  3.327  -0.638  5.384
H  -0.317  -1.493  2.552
H  -0.073  -2.406  4.058
H  0.715  -2.955  2.559
H  1.196  -1.405  0.897
H  1.484  -2.083  -0.950
H  1.802  -2.590  -3.430
H  2.139  -0.844  -3.536
H  -4.471  -0.855  -3.253
H  -5.107  0.123  -4.613
H  -5.604  0.195  -1.884
H  -5.556  1.586  -0.801
H  -4.727  -0.483  0.353
H  -3.447  -0.623  -0.871
H  -3.819  1.689  1.078
H  -1.615  -0.391  0.754
H  -2.802  -0.363  2.067
H  -1.602  0.928  1.931
H  -1.808  2.652  0.034
H  -1.686  1.265  -1.056
H  -2.714  3.149  -2.256
H  -3.989  3.278  -1.019
H  4.792  0.655  -0.040
H  6.863  0.870  1.027
H  7.164  2.070  2.308
H  5.914  2.381  1.076
H  3.933  -0.373  6.251
H  2.294  -0.326  5.551
H  3.357  -1.721  5.238

Löwdin population analysis, charges in e, atoms 1 to 8: -0.07, -0.11, -0.17, 0.03, -0.13, -0.43, 0.07, 0.07